1.
This record from the OMol25 dataset describes a cluster of 2 separate species, C3H6Cl2Si in total. The level of theory is wB97M-V/def2-TZVPD.

## Properties
Strongest force on any atom in hartree/bohr: 0.0992
Energy above the lowest of the compared OMol25 structures with the same formula, charge and spin in eV: 5.072
Structure (SMILES): [SiH3]Cl.C=C=CCl
Energy in eV: -36128.4126

Geometry as XYZ:
```
12
Properties=species:S:1:pos:R:3:forces:R:3
Si -1.363830 1.270438 -1.109543 0.175 -2.559 -2.136
Cl -1.549365 0.968000 0.865324 -0.478 0.725 1.307
H -0.091363 0.472924 -1.380676 -1.199 0.586 -0.211
H -2.537735 0.378976 -1.675349 0.938 1.265 0.300
H -1.194210 2.588944 -1.768738 -0.354 0.054 0.570
C 0.271742 -1.946500 0.732046 -0.291 0.492 1.316
C 1.083839 -0.937341 0.790966 -3.073 -3.102 -1.267
C 1.570522 0.196531 0.722646 2.923 4.180 -0.147
Cl 2.157735 0.951774 -0.778294 0.371 -0.248 1.096
H 0.737633 -2.780356 1.147936 0.234 -2.213 -0.023
H -0.821093 -1.856927 0.783909 0.573 0.084 -0.444
H 1.736120 0.693539 1.669773 0.181 0.738 -0.362
```
Forces are in eV/Å.

---

2.
This record from the OMol25 dataset describes a cluster of 5 separate species, C20H20ClN4 in total. The level of theory is wB97M-V/def2-TZVPD.

## Properties
Strongest force on any atom in hartree/bohr: 0.0208
Energy above the lowest of the compared OMol25 structures with the same formula, charge and spin in eV: 0.148
Charge: -1
Energy in eV: -39548.6273

Geometry as XYZ:
```
45
Properties=species:S:1:pos:R:3:forces:R:3
Cl 12.305916 -16.207738 13.005239 -0.080 0.204 -0.258
N 15.781491 -16.414803 7.843823 0.097 -0.129 -0.149
C 14.464622 -16.386543 7.653177 -0.227 -0.007 -0.150
C 13.546661 -16.038451 8.631020 0.261 0.000 -0.156
C 14.012659 -15.763040 9.905322 -0.317 0.214 0.619
C 15.372783 -15.823432 10.144232 0.605 -0.029 -0.882
C 16.210473 -16.125121 9.064863 -0.144 0.189 0.677
H 14.114538 -16.658992 6.660618 0.081 0.078 -0.023
H 12.495823 -15.960934 8.388041 -0.054 -0.108 0.062
H 13.327266 -15.520040 10.714833 0.008 -0.077 0.061
H 15.844462 -15.600463 11.089975 -0.349 -0.040 0.210
H 17.284787 -16.111945 9.233194 -0.009 -0.116 -0.195
N 11.887983 -19.889400 11.676627 0.025 -0.019 0.076
C 12.151391 -19.026593 10.705543 0.241 -0.018 -0.313
C 11.739429 -19.226783 9.387129 0.063 0.183 0.156
C 11.035092 -20.372856 9.071621 -0.068 0.234 -0.003
C 10.730042 -21.259327 10.094772 -0.228 -0.141 -0.314
C 11.169515 -20.964703 11.369418 0.142 0.007 0.363
H 12.739551 -18.154613 10.974521 -0.164 0.044 0.161
H 11.967688 -18.470800 8.646615 0.050 -0.099 -0.055
H 10.710549 -20.541143 8.051514 -0.038 -0.113 0.034
H 10.139203 -22.146086 9.900201 0.063 -0.037 0.051
H 10.953183 -21.614786 12.212491 -0.086 -0.093 -0.107
N 9.755715 -19.071458 14.190242 0.138 0.103 -0.236
C 8.860844 -19.702425 14.932238 -0.154 -0.225 0.133
C 7.483356 -19.640100 14.735571 0.162 0.177 0.036
C 7.025456 -18.839308 13.702909 -0.029 0.118 -0.287
C 7.951067 -18.147142 12.935801 0.078 -0.150 -0.044
C 9.309142 -18.301134 13.196951 -0.255 0.151 0.093
H 9.270592 -20.318439 15.729615 -0.069 0.034 0.027
H 6.814455 -20.174292 15.397066 -0.041 -0.062 -0.067
H 5.975190 -18.746954 13.447580 -0.039 -0.065 0.249
H 7.631438 -17.506452 12.123860 0.001 0.000 0.002
H 10.036168 -17.754478 12.603446 0.257 -0.105 0.209
N 11.531673 -16.897597 16.683211 0.060 -0.058 -0.258
C 11.535131 -17.212682 17.963250 -0.084 -0.246 0.547
C 10.757062 -16.573750 18.922324 -0.172 0.173 0.110
C 9.944989 -15.527949 18.513261 0.098 0.059 -0.036
C 9.948657 -15.180452 17.174021 -0.096 0.058 -0.093
C 10.741650 -15.903288 16.291764 0.048 0.210 -0.210
H 12.182127 -18.039089 18.248311 0.012 0.050 0.023
H 10.765857 -16.856029 19.968132 0.165 -0.163 -0.064
H 9.340215 -14.982268 19.228269 -0.019 -0.031 -0.004
H 9.355119 -14.355595 16.800434 -0.049 -0.032 0.024
H 10.769716 -15.659199 15.232294 0.113 -0.121 -0.017
```
Forces are in eV/Å.

---

3.
This record from the OMol25 dataset describes a cluster of 12 separate species, C6H37NO12 in total. The level of theory is wB97M-V/def2-TZVPD.

## Properties
Strongest force on any atom in hartree/bohr: 0.0771
Energy above the lowest of the compared OMol25 structures with the same formula, charge and spin in eV: 4.578
Structure (SMILES): CCNCC[C@H](C)O.O.O.O.O.O.O.O.O.O.O.O
Energy in eV: -32880.2651

Geometry as XYZ:
```
56
Properties=species:S:1:pos:R:3:forces:R:3
C -1.400712 3.583483 -0.858261 2.202 -1.563 1.514
C -0.479941 3.255959 0.369328 -1.578 -0.278 0.347
N -0.052812 1.820328 0.536348 -0.773 1.808 -0.811
C -0.158768 1.006417 -0.692542 -1.812 0.390 1.252
C 0.176425 -0.404635 -0.267397 -0.046 -1.266 -0.571
C 1.557844 -0.769562 -0.916609 -2.102 -2.574 1.303
C 1.217822 -1.171491 -2.345471 3.059 2.372 -0.857
O 2.101906 -2.059627 -0.463029 -0.056 -0.126 1.754
H -2.178869 2.862227 -0.604956 -1.179 1.133 -1.109
H -1.392429 4.654940 -0.944770 -1.587 0.487 0.537
H -0.853437 3.364302 -1.765583 -0.064 -0.810 -0.369
H -1.046691 3.485214 1.301231 0.266 0.151 -0.673
H 0.284401 3.981759 0.304260 1.630 0.360 0.230
H 0.907822 1.906024 0.812577 0.599 -0.456 0.157
H -1.256817 1.019703 -0.977041 1.289 0.058 0.230
H 0.430747 1.431055 -1.506387 0.219 -0.316 -0.196
H -0.627798 -1.105099 -0.650756 1.330 0.981 0.390
H 0.099242 -0.475424 0.836715 0.535 0.240 -0.790
H 2.332943 -0.107147 -0.560836 -0.503 0.880 -1.379
H 0.653618 -2.043044 -2.444778 -0.825 -1.565 0.536
H 2.194814 -1.329281 -2.847073 -0.640 -0.042 -0.158
H 0.688470 -0.424465 -2.906849 -0.091 0.670 -0.230
H 2.213809 -2.014588 0.537373 -0.224 -0.026 -1.319
O -0.292983 -3.253699 -0.081508 0.066 0.542 0.754
H 0.583171 -2.954892 -0.423618 0.003 -0.212 0.051
H -0.651784 -3.901244 -0.662382 -0.165 -0.860 -0.671
O 1.327736 -1.854262 2.102612 1.772 0.543 -0.065
H 0.553977 -2.233775 1.663576 -0.091 -0.634 1.321
H 1.586761 -2.129657 3.000885 -1.153 -0.474 -0.923
O -3.301260 -2.411795 1.307042 1.261 0.551 -1.665
H -2.646602 -2.135402 0.596298 -0.675 -0.404 1.190
H -4.099992 -2.405476 0.774111 -0.526 -0.033 0.171
O 3.940318 0.926584 -0.011261 0.449 1.076 0.321
H 3.626632 0.870768 0.903383 -0.295 0.117 -0.053
H 4.158929 0.051586 -0.283811 0.446 -1.115 -0.087
O 2.747065 1.712111 -2.439854 0.856 0.355 0.331
H 3.591103 1.360367 -2.065586 -1.123 0.475 -0.297
H 2.651139 2.560611 -1.968252 0.111 -0.557 -0.273
O -0.182390 0.188535 3.000508 2.923 0.978 0.879
H -0.537682 -0.542669 3.461932 -1.519 -0.584 -0.183
H -0.561225 0.783337 2.372418 -1.486 0.121 -0.642
O -1.103774 -3.335573 2.764101 1.732 -0.195 0.141
H -1.807320 -3.145418 3.360113 -1.108 0.118 0.126
H -1.413098 -3.417203 1.863615 -0.501 -0.031 -0.068
O -1.964471 1.072452 -3.467166 1.275 0.688 0.353
H -1.094269 1.325128 -3.086738 -0.424 0.110 -0.689
H -2.551280 1.540278 -2.862737 -0.419 -0.040 -0.077
O 2.398459 1.402599 2.320534 -0.187 0.763 -1.391
H 1.753713 0.708483 2.474071 -0.325 -0.603 0.674
H 3.156858 1.336799 2.873934 0.469 -0.348 1.030
O -3.454995 0.453131 1.967810 1.008 -1.103 -0.314
H -3.179448 -0.496273 2.014412 -0.839 0.663 0.229
H -2.745264 0.751293 1.380860 -0.202 0.527 0.042
O -2.207276 -1.025208 -1.987735 0.755 1.390 -0.897
H -2.019154 -1.936678 -2.225563 0.291 0.225 -0.360
H -1.673182 -0.331887 -2.581498 -2.030 -2.554 1.251
```
Forces are in eV/Å.

---

4.
This record from the OMol25 dataset describes a structure of composition C22H50GeN5O5W. The level of theory is wB97M-V/def2-TZVPD.

## Properties
Strongest force on any atom in hartree/bohr: 0.1694
Energy above the lowest of the compared OMol25 structures with the same formula, charge and spin in eV: 1.612
Charge: +2
2S+1: 2
Energy in eV: -99645.6445

Geometry as XYZ:
```
84
Properties=species:S:1:pos:R:3:forces:R:3
W 0.348959 0.041945 0.147418 5.697 4.520 4.799
C 2.050131 -0.724286 -3.789976 -0.055 -0.288 0.024
C 2.070736 0.172954 -2.570368 0.077 -0.147 -0.014
C 3.487129 0.518058 -2.167274 0.115 -0.310 -0.008
C 1.239544 1.413465 -2.817710 -0.064 -0.236 -0.127
O 1.500074 -0.635142 -1.425406 -0.601 -0.385 -0.926
Ge 0.277220 -2.105226 -1.764543 0.150 0.143 0.435
O -1.027254 -0.805621 -1.226037 -0.400 -0.705 -0.780
C -2.413463 -0.799893 -1.705701 -0.178 -0.027 0.132
C -3.331467 -0.959546 -0.497572 0.068 -0.025 0.014
C -2.587389 -1.965558 -2.662201 0.188 -0.238 0.071
C -2.679476 0.514658 -2.414632 0.030 0.004 -0.188
O 0.445379 -1.757535 0.684845 0.208 -2.735 -0.688
C 1.111159 -2.764627 1.546011 0.093 0.196 -0.245
C 1.924002 -3.656040 0.623212 -0.047 0.031 -0.232
C 0.014859 -3.549477 2.225750 -0.243 -0.192 0.032
C 2.029248 -2.092541 2.553644 -0.308 0.011 0.146
H 2.608759 -0.255338 -4.599620 -0.050 -0.024 -0.033
H 2.523133 -1.686958 -3.570685 0.030 0.072 -0.080
H 1.024735 -0.900992 -4.146531 0.118 0.060 -0.032
H 3.886001 1.291554 -2.825975 -0.011 -0.054 0.040
H 3.498267 0.875712 -1.144289 0.029 0.148 0.159
H 4.129642 -0.364149 -2.232108 -0.021 0.103 0.035
H 1.660339 1.976083 -3.651329 0.050 -0.092 -0.041
H 0.218031 1.148531 -3.076367 -0.193 0.022 0.018
H 1.241793 2.063487 -1.961160 -0.064 0.317 0.463
H -2.925674 -1.703829 0.190106 -0.027 -0.018 0.008
H -3.444135 -0.003699 0.019638 0.009 -0.030 0.039
H -4.318608 -1.299884 -0.819368 0.054 0.094 0.031
H -2.439621 -2.926109 -2.150890 -0.086 0.106 -0.093
H -3.591047 -1.959017 -3.084107 0.005 -0.004 -0.019
H -1.875551 -1.898594 -3.494401 -0.131 0.008 0.012
H -2.391860 1.357630 -1.793695 0.031 0.100 0.091
H -2.130694 0.566892 -3.358908 -0.045 0.017 0.068
H -3.747524 0.594753 -2.639939 0.118 -0.027 -0.012
H 1.269658 -4.198587 -0.069651 0.098 0.009 0.104
H 2.634399 -3.053902 0.050165 0.028 -0.047 0.032
H 2.485361 -4.388657 1.202103 -0.019 -0.020 -0.040
H -0.716454 -3.902500 1.492824 0.081 -0.025 0.081
H 0.445211 -4.418820 2.730876 -0.071 0.088 -0.028
H -0.504088 -2.954046 2.981449 0.009 0.006 -0.057
H 2.570699 -1.284960 2.088209 0.291 0.295 -0.196
H 1.471556 -1.694297 3.405691 0.015 0.029 -0.045
H 2.749131 -2.814892 2.938535 -0.065 0.008 0.026
N -0.642901 0.279734 2.345639 -0.743 0.075 -0.580
C -1.840765 1.151032 2.316876 0.133 0.026 0.535
C -1.964722 1.946067 3.631895 -0.108 0.083 0.028
C -2.986038 3.087109 3.807365 -0.056 -0.338 -0.617
C -4.477315 2.722280 3.813253 0.021 -0.036 0.041
N -5.111891 2.346420 2.534205 0.530 -0.358 0.429
C -5.457558 3.207720 1.601386 -0.161 0.285 -0.065
N -6.171559 2.807415 0.548342 -0.187 -0.065 -0.123
N -5.147335 4.493016 1.739244 0.242 0.336 -0.253
C -1.754350 1.971812 1.041124 1.578 -2.491 0.923
O -2.455240 2.868847 0.788130 -2.877 3.369 -0.397
O -0.876601 1.523167 0.215724 -0.628 1.149 -1.779
H -0.841547 -0.552252 2.873664 0.038 -0.485 0.095
H 0.095795 0.767888 2.826943 0.343 0.052 0.113
H -2.701040 0.499372 2.191413 -0.227 -0.124 -0.069
H -0.981214 2.391139 3.800646 -0.044 -0.029 0.188
H -2.137045 1.217035 4.429443 0.124 0.001 0.035
H -2.781064 3.850680 3.055696 0.058 0.047 0.079
H -2.794741 3.530848 4.786127 0.019 0.027 -0.038
H -5.042335 3.568688 4.207675 -0.020 -0.036 0.063
H -4.642514 1.883919 4.488279 -0.070 0.005 0.016
H -5.394427 1.390802 2.399512 0.052 -0.058 0.050
H -6.666251 1.932659 0.585375 -0.035 -0.027 -0.034
H -6.528823 3.488765 -0.100571 0.050 -0.023 -0.056
H -4.318673 4.735366 2.260434 -0.116 0.009 0.026
H -5.371414 5.125971 0.985854 0.005 -0.015 0.080
C 3.731498 1.745031 2.023167 0.194 -0.118 0.027
C 2.375237 2.189130 1.487485 0.442 0.091 -0.159
C 1.534366 2.718020 2.654691 -0.124 -0.233 0.004
C 2.564728 3.335860 0.491915 -0.106 0.030 -0.165
N 1.712591 1.066352 0.845775 -3.221 -1.794 -1.238
H 4.242341 2.588131 2.497931 -0.032 -0.119 -0.049
H 4.360712 1.371633 1.211635 -0.010 0.025 0.076
H 3.611853 0.950015 2.764284 0.042 0.045 -0.052
H 1.982019 3.632154 3.053972 -0.018 -0.124 -0.055
H 1.500435 1.988000 3.474377 -0.034 0.119 -0.056
H 0.525047 2.961944 2.311941 0.028 0.044 0.046
H 3.094117 4.161831 0.975723 -0.055 -0.089 -0.068
H 1.593969 3.703832 0.144373 0.095 -0.036 -0.018
H 3.151574 3.015496 -0.370859 -0.036 0.020 0.037
```
Forces are in eV/Å.

---

> Which of these has the highest strongest force on any atom?

C22H50GeN5O5W

---

> What is the formula in the first record?

C3H6Cl2Si

---

> Which formula does entry 3 have?

C6H37NO12